[1]
Formula: H10O5
Source: the Open Molecules 2025 dataset
Level of theory: the ωB97M-V functional and the def2-TZVPD basis

Properties
total energy = -382.17740 a.u.
Kohn-Sham gap = 11.15 eV
energy relative to the best compared isomer or geometry (same formula, charge and spin) = 1.2727 eV
SMILES = O.O.O.O.O
max |F| = 0.0409 Eh/bohr
LUMO energy = 0.3 eV

Structure (XYZ):
```
15
H10O5, DFT the ωB97M-V functional and the def2-TZVPD basis
H 1.602 3.139 -2.509
O 1.445 2.383 -1.953
H 1.759 -0.268 0.760
O -1.142 0.026 0.062
H 2.211 0.555 -0.431
O -0.305 -0.318 2.912
H 1.012 1.714 -2.475
O -2.309 -2.468 -0.852
H -0.393 0.549 -0.178
H -0.868 -1.102 2.997
H 0.462 -0.823 2.541
H -1.019 -0.107 0.993
O 1.851 0.618 0.424
H -2.227 -1.601 -0.503
H -2.080 -2.300 -1.785
```

[2]
Formula: C36H32IrN3O3PSSb
Source: the Open Molecules 2025 dataset
Level of theory: the ωB97M-V functional and the def2-TZVPD basis

Properties
total energy = -2864.64879 a.u.
Kohn-Sham gap = 8.09 eV
energy relative to the best compared isomer or geometry (same formula, charge and spin) = 0.5224 eV
max |F| = 0.0106 Eh/bohr
LUMO energy = -6.2 eV
charge = +2

Structure (XYZ):
```
78
C36H32IrN3O3PSSb, DFT the ωB97M-V functional and the def2-TZVPD basis
H -0.846 -2.254 -5.049
C -4.047 0.781 0.873
C -1.510 3.325 0.948
O -2.337 -1.001 0.285
H 0.028 0.068 -4.870
H 0.856 1.792 -1.724
C 0.322 -0.050 3.842
C -0.568 -2.615 -2.937
H -0.417 5.345 -3.609
C -1.638 2.683 -1.902
H -0.460 2.227 2.469
H -7.318 1.568 0.798
H 1.990 1.001 -2.815
H 3.803 -2.391 -0.229
H -0.451 4.057 4.086
N 0.077 -1.620 1.991
C -0.089 -1.382 3.302
H -1.555 6.205 3.545
H -1.545 4.166 -5.468
Ir -0.536 -0.014 0.296
C -0.555 -2.388 4.146
H -0.434 0.369 4.504
C -2.221 2.546 -4.237
H -0.618 -4.915 1.909
C -0.915 3.167 2.197
C 0.942 1.288 -2.677
C -3.520 1.687 -0.038
O -3.607 -1.280 2.411
C -2.259 2.015 -2.957
C -0.139 -0.534 -3.988
C -0.816 -3.646 3.645
H -2.684 6.484 1.360
C -6.262 1.598 0.567
S -2.952 -0.383 1.536
H 2.639 3.037 1.367
H 5.417 -0.531 0.100
H 1.243 -0.171 4.418
C -0.071 -2.875 1.530
H -0.455 4.398 -1.345
C 1.984 2.511 0.675
C -1.562 3.746 -4.471
H 1.981 3.082 -0.258
H 4.522 1.750 0.534
C -0.515 -3.917 2.312
H -0.697 -2.173 5.196
H -1.198 -4.423 4.293
C 2.085 -1.155 0.024
C -0.923 4.198 3.122
H 0.981 2.508 1.076
C -0.302 -2.022 -1.724
C -2.167 4.529 0.671
C 4.351 -0.348 0.144
H -2.792 1.087 -2.778
C -0.962 3.879 -2.148
P -1.707 1.954 -0.247
H -5.738 -0.023 1.898
C -0.932 4.411 -3.427
H -0.687 -3.688 -2.998
H -2.684 4.675 -0.267
C -1.546 5.400 2.822
H 0.531 0.644 3.032
C 3.440 -1.389 -0.040
N -0.124 -0.670 -1.623
H 0.677 1.968 -3.481
C -2.176 5.558 1.596
C -5.389 0.715 1.188
C -5.774 2.504 -0.355
C 2.477 1.124 0.439
C -0.593 -1.828 -4.087
H -4.068 3.281 -1.373
Sb 0.939 -3.059 -0.312
H -2.717 2.031 -5.049
C 3.859 0.909 0.383
C 0.148 0.026 -2.741
H -6.450 3.190 -0.848
O -1.763 0.378 2.088
C -4.415 2.553 -0.654
N 1.608 0.121 0.270
```

[3]
Formula: C2H3ClO2
Source: the Open Molecules 2025 dataset
Level of theory: the ωB97M-V functional and the def2-TZVPD basis

Properties
total energy = -688.51740 a.u.
Kohn-Sham gap (alpha / beta) = 7.01 / 8.67 eV
energy relative to the best compared isomer or geometry (same formula, charge and spin) = 4.5379 eV
max |F| = 0.0513 Eh/bohr
LUMO energy (alpha / beta) = -0.5 / 0.3 eV

Structure (XYZ):
```
8
C2H3ClO2, DFT the ωB97M-V functional and the def2-TZVPD basis
Cl -2.576 -0.832 -0.025
O -0.107 0.282 0.222
H 1.834 -0.160 0.635
C 0.881 -0.559 0.318
O -1.956 1.703 -0.028
C -1.640 0.552 0.490
H 0.729 -1.627 0.227
H -2.296 1.686 -0.941
```

[4]
Formula: H4I2Si2
Source: the Open Molecules 2025 dataset
Level of theory: the ωB97M-V functional and the def2-TZVPD basis

Properties
total energy = -1176.71677 a.u.
Kohn-Sham gap = 6.68 eV
energy relative to the best compared isomer or geometry (same formula, charge and spin) = 2.3182 eV
max |F| = 0.0493 Eh/bohr
LUMO energy = -1.9 eV

Structure (XYZ):
```
8
H4I2Si2, DFT the ωB97M-V functional and the def2-TZVPD basis
Si -1.697 0.663 0.852
H -2.002 0.513 2.285
H 0.958 0.720 -0.496
H -0.581 -1.120 -1.758
I -3.229 -2.184 -0.137
I -2.788 2.685 -0.126
H 0.429 -1.854 -0.137
Si -0.072 -0.451 -0.537
```

[5]
Formula: C4H6N2O
Source: the Open Molecules 2025 dataset
Level of theory: the ωB97M-V functional and the def2-TZVPD basis

Properties
total energy = -340.52270 a.u.
Kohn-Sham gap (alpha / beta) = 8.44 / 8.00 eV
energy relative to the best compared isomer or geometry (same formula, charge and spin) = 7.4072 eV
max |F| = 0.0464 Eh/bohr
LUMO energy (alpha / beta) = -0.8 / -1.0 eV

Structure (XYZ):
```
13
C4H6N2O, DFT the ωB97M-V functional and the def2-TZVPD basis
H -1.536 0.707 -0.549
H 0.488 -1.918 0.467
O -1.720 -1.037 0.327
C -0.041 0.214 -0.087
H 2.649 1.512 -0.640
N 1.920 0.879 -0.356
H 3.029 -0.931 0.004
C 2.063 -0.438 -0.053
C -2.427 -0.009 0.217
H -3.482 -0.177 -0.023
N 0.637 1.281 -0.376
C 0.798 -0.932 0.159
H -2.377 0.849 0.910
```

[6]
Formula: C37H37IrN3O2SSi
Source: the Open Molecules 2025 dataset
Level of theory: the ωB97M-V functional and the def2-TZVPD basis

Properties
total energy = -2538.86652 a.u.
Kohn-Sham gap (alpha / beta) = 6.79 / 6.81 eV
energy relative to the best compared isomer or geometry (same formula, charge and spin) = 0.3535 eV
<S²> = 0.76
2S+1 = 2
max |F| = 0.0478 Eh/bohr
LUMO energy (alpha / beta) = -0.1 / 0.0 eV

Structure (XYZ):
```
82
C37H37IrN3O2SSi, DFT the ωB97M-V functional and the def2-TZVPD basis
H 4.432 -3.529 -0.434
H 3.018 -1.616 -1.101
C -1.796 4.465 -3.137
H 7.193 -0.839 1.423
C -2.870 -3.970 1.804
H -4.931 -4.895 -3.686
H 2.394 0.414 2.061
H -5.079 1.885 0.886
N 3.540 0.940 -0.667
C 4.331 -0.162 -0.237
Ir -0.823 -0.413 -0.436
H 2.204 0.178 3.804
O -2.813 -2.139 0.214
C -4.632 -2.575 -1.231
H 4.118 4.890 -0.556
C -0.800 -0.908 -2.190
H 5.767 3.192 -1.622
C -2.233 0.972 -0.731
C -1.362 -3.940 3.655
C 1.879 2.448 -0.759
H -0.334 1.444 -2.635
C -2.842 4.353 -2.272
C 2.169 1.043 -0.593
C -0.282 1.982 2.052
S -0.988 -1.038 -3.707
H -3.477 0.028 0.719
C 3.316 4.525 -1.197
C 3.938 -1.454 -0.559
H 0.394 2.680 2.561
C -1.326 -2.096 2.047
H 0.898 2.891 -0.750
C -4.087 3.095 -0.551
C 1.822 -0.120 2.822
O 1.452 0.062 -0.362
C -4.494 -4.340 -2.865
H -1.645 -4.154 -1.020
H -0.155 -0.375 5.113
C -0.855 -2.727 3.207
H -0.053 -2.250 3.757
H -1.677 5.359 -3.736
H 5.854 1.429 -1.686
H -1.766 -0.221 4.404
C 5.494 0.060 0.486
C -2.384 -4.566 2.962
Si -0.014 0.248 2.684
N -0.839 -0.856 1.617
H -3.670 -4.439 1.246
H -0.952 -4.396 4.548
H -0.108 2.073 0.979
H 4.824 2.292 -2.839
C -2.335 -2.778 1.357
H -0.043 3.485 -3.954
H 2.415 5.101 -1.000
C -3.214 -4.652 -2.415
N 4.105 2.201 -0.843
H -3.575 5.148 -2.188
C 6.288 -1.016 0.857
H 3.610 4.697 -2.234
C -0.874 3.400 -3.263
H 5.770 1.067 0.772
C 4.736 -2.522 -0.176
C -2.079 2.126 -1.576
H -0.829 1.223 4.809
C 5.919 -2.310 0.516
H -5.160 -1.752 -0.767
H 6.547 -3.146 0.796
H -2.653 -5.451 -2.883
H 2.017 -1.188 2.686
C -0.759 0.206 4.411
H -4.777 3.927 -0.460
C -1.024 2.265 -2.518
H -6.196 -3.058 -2.613
H -1.310 2.301 2.245
C -2.644 -3.933 -1.377
C -3.362 -2.899 -0.794
C 3.053 3.082 -0.942
C 5.200 2.285 -1.812
H -2.798 -5.505 3.307
C -3.010 3.195 -1.467
C -4.246 1.970 0.197
C -3.320 0.903 0.104
C -5.199 -3.305 -2.269
```

[7]
Formula: C4H8N2
Source: the Open Molecules 2025 dataset
Level of theory: the ωB97M-V functional and the def2-TZVPD basis

Properties
total energy = -266.62867 a.u.
Kohn-Sham gap = 7.17 eV
energy relative to the best compared isomer or geometry (same formula, charge and spin) = 2.5398 eV
max |F| = 0.0201 Eh/bohr
LUMO energy = 0.3 eV

Structure (XYZ):
```
14
C4H8N2, DFT the ωB97M-V functional and the def2-TZVPD basis
H 1.477 2.228 0.106
N -0.746 -2.240 2.191
H -0.212 -1.515 -1.731
C -0.851 -0.809 -1.165
H 1.283 -0.009 1.241
H 1.516 -0.071 -0.374
C -0.586 -1.511 1.285
N 0.830 0.194 0.347
C 0.554 1.654 0.239
H -0.107 1.780 -0.615
H -1.873 -1.195 -1.190
H -0.869 0.134 -1.734
C -0.437 -0.582 0.258
H 0.021 1.942 1.141
```